{"formula": "C5H4O2", "method": "ωB97M-V with the def2-TZVPD basis set", "elements": ["O", "C", "C", "C", "C", "O", "C", "H", "H", "H", "H"], "positions_angstrom": [[-2.664, -0.569, -0.377], [-1.825, 0.199, 0.253], [-0.417, -0.054, 0.100], [0.496, 1.004, -0.159], [1.653, 0.279, -0.190], [1.478, -1.059, -0.078], [0.143, -1.268, 0.047], [-2.178, 1.329, 0.503], [0.466, 2.041, -0.271], [2.861, 0.484, -0.033], [-0.013, -2.386, 0.205]], "gap_ev": 9.424, "e_above_lowest_ev": 2.368, "smiles": "O=Cc1ccoc1", "energy_ha": -343.305343, "lumo_energy_ev": 0.14}